Molecular formula: C6H6Cl2O
Method: DFT, the ωB97M-V functional and the def2-TZVPD basis

Lowest unoccupied orbital energy (alpha / beta) ... -0.9 / -0.8 eV
Calculated total energy ... -33406.5055 eV
Energy above the lowest of the compared OMol25 structures with the same formula, charge and spin ... 528.3 kJ/mol
HOMO-LUMO gap (alpha / beta) ... 7.1 / 7.2 eV
Maximum force ... 4.2 eV/Å
Highest occupied orbital energy (alpha / beta) ... -8.0 / -8.0 eV

Geometry (Å):
C -0.95 0.80 0.58
C 0.10 0.19 1.42
C 1.63 0.41 -0.81
C 0.89 -0.95 -1.03
C -1.82 -0.21 0.06
C 0.59 -0.04 0.11
O -1.26 2.01 0.37
Cl -1.79 -1.92 0.34
Cl -3.18 0.40 -0.78
H 0.65 1.03 1.94
H -0.39 -0.50 2.20
H 2.65 0.54 -0.45
H 1.33 1.22 -1.47
H 0.15 -1.17 -1.78
H 1.39 -1.81 -0.70